1.
# C8H27N7O5

A molecular structure, C8H27N7O5 at a distorted geometry (ωB97M-V/def2-TZVPD, the OMol25 dataset).

Values from the calculation:
Energy relative to the best compared isomer or geometry (same formula, charge and spin) = 15.504 eV
Kohn-Sham gap = 9.05 eV
HOMO level = -0.319 Ha

ORCA input file:
```
! RIJCOSX wB97M-V def2-TZVPD def2/J DEFGRID3
* xyz 0 1
C -1.37 0.06 2.13
O -1.50 -0.96 1.16
H -2.30 0.61 2.28
H -1.16 -0.32 3.13
H -0.54 0.72 1.88
H -1.59 -0.40 0.39
C 0.13 0.33 -0.07
O -1.03 0.42 -0.33
N 1.03 1.33 -0.19
N 0.64 -0.73 0.53
H 0.80 2.16 -0.72
H 2.01 1.29 0.04
H 0.00 -1.43 0.87
H 1.63 -0.87 0.66
C -2.82 2.47 1.20
O -2.02 3.07 1.93
N -2.46 1.72 0.19
N -4.13 2.61 1.33
H -1.47 1.64 -0.01
H -3.21 1.27 -0.32
H -4.58 1.96 0.70
H -4.59 2.92 2.17
C 0.63 3.28 -1.02
O 1.73 3.21 -0.42
N 0.48 3.91 -2.14
N -0.46 2.62 -0.73
H -0.37 4.02 -2.67
H 1.30 4.38 -2.49
H -1.28 2.75 -1.31
H -0.52 2.08 0.12
C 2.50 -4.13 0.81
C 1.42 -3.10 0.45
C 1.54 -2.64 -1.05
O 2.37 -1.53 -1.37
C 1.89 -0.50 -2.21
N 0.18 -3.82 0.73
H 2.65 -4.94 0.09
H 2.20 -4.56 1.76
H 3.34 -3.48 1.02
H 1.40 -2.29 1.18
H 0.50 -2.46 -1.33
H 1.80 -3.48 -1.69
H 0.83 -0.33 -2.38
H 2.15 -0.69 -3.25
H 2.32 0.45 -1.89
H -0.46 -3.83 -0.06
H 0.36 -4.79 0.91
*
```

Atomic partial charges in e from the Löwdin method, atoms 1 to 6: atom 1 (C): -0.116, atom 2 (O): -0.136, atom 3 (H): 0.076, atom 4 (H): 0.098, atom 5 (H): 0.090, atom 6 (H): -0.090

***

2.
# C32H38Br2CuN4S

A molecular structure, C32H38Br2CuN4S at a distorted geometry (ωB97M-V/def2-TZVPD, the OMol25 dataset).

Values from the calculation:
Kohn-Sham gap (alpha / beta) = 6.23 / 5.99 eV
⟨S²⟩ = 0.76
HOMO level (alpha / beta) = -0.225 / -0.226 Ha

ORCA input file:
```
! RIJCOSX wB97M-V def2-TZVPD def2/J DEFGRID3
* xyz 0 2
Cu -15.04 -10.21 -7.67
Br -18.49 -9.65 -10.50
C -17.00 -10.61 -11.34
Br -16.14 -9.75 -12.88
H -17.38 -11.55 -11.77
H -16.26 -10.66 -10.59
C -9.14 -9.29 -12.48
C -9.60 -10.68 -11.95
C -8.29 -11.59 -12.10
C -10.70 -11.26 -12.88
C -10.03 -10.54 -10.47
C -9.25 -10.13 -9.25
C -9.91 -9.00 -7.48
C -11.27 -8.46 -7.37
S -11.95 -7.29 -6.35
C -13.62 -8.09 -6.75
N -13.57 -8.94 -7.72
C -12.19 -9.02 -8.40
C -11.27 -10.90 -10.10
C -14.91 -7.83 -6.10
C -15.30 -6.84 -5.23
C -16.62 -6.86 -4.74
C -17.51 -7.85 -5.05
C -17.18 -8.81 -6.00
C -15.89 -8.74 -6.56
H -8.46 -9.39 -13.32
H -8.56 -8.78 -11.71
H -10.02 -8.76 -12.81
H -7.99 -11.47 -13.21
H -8.48 -12.62 -11.82
H -7.52 -11.18 -11.51
H -10.21 -11.24 -13.89
H -11.61 -10.71 -12.87
H -10.88 -12.31 -12.61
H -8.21 -10.43 -9.16
H -9.28 -8.94 -6.57
H -12.03 -11.35 -10.70
H -14.57 -6.13 -4.81
H -16.87 -6.03 -4.04
H -18.45 -7.91 -4.53
H -17.83 -9.51 -6.46
C -18.55 -15.18 -7.13
C -17.85 -13.94 -7.67
N -16.41 -14.13 -7.99
C -16.12 -15.38 -8.68
C -16.49 -15.54 -10.14
C -15.61 -13.07 -8.19
C -14.30 -13.17 -8.92
N -15.89 -11.90 -7.65
H -19.40 -14.79 -6.53
H -17.93 -15.75 -6.44
H -18.87 -15.82 -7.95
H -17.91 -13.08 -7.00
H -18.37 -13.67 -8.60
H -16.57 -16.17 -8.09
H -15.04 -15.59 -8.59
H -17.04 -14.62 -10.47
H -17.23 -16.35 -10.33
H -15.57 -15.72 -10.77
H -13.51 -13.01 -8.15
H -14.28 -12.32 -9.64
H -14.27 -14.09 -9.51
H -16.69 -11.96 -6.99
C -13.25 -8.22 -10.61
C -12.25 -8.16 -9.71
C -11.11 -7.36 -10.05
C -9.80 -7.51 -9.66
C -9.19 -8.56 -8.80
C -10.19 -10.40 -8.05
C -11.59 -10.47 -8.68
C -7.78 -8.19 -8.74
N -6.75 -7.66 -8.89
H -14.07 -8.93 -10.60
H -13.29 -7.46 -11.37
H -11.19 -6.57 -10.82
H -9.04 -6.77 -10.02
H -9.98 -11.26 -7.39
H -12.15 -11.26 -8.10
*
```

Atomic partial charges in e from the Löwdin method, atoms 1 to 6: atom 1 (Cu): 0.330, atom 2 (Br): 0.544, atom 3 (C): -1.028, atom 4 (Br): 0.551, atom 5 (H): 0.000, atom 6 (H): -0.071

***

3.
# C17H21N3O2S2

C17H21N3O2S2 in the gas phase (ωB97M-V/def2-TZVPD, the OMol25 dataset).

Values from the calculation:
Energy relative to the best compared isomer or geometry (same formula, charge and spin) = 0.200 eV
Kohn-Sham gap = 8.42 eV
SMILES = C=CCNC(=O)CSc1nc2sc3c(c2c(=O)n1CCC)CCC3
HOMO level = -0.293 Ha

ORCA input file:
```
! RIJCOSX wB97M-V def2-TZVPD def2/J DEFGRID3
* xyz 0 1
C -1.24 -2.77 -1.62
C 0.08 -2.78 -1.57
C 0.88 -3.79 -0.79
N 1.54 -3.13 0.32
C 2.82 -2.71 0.25
O 3.61 -3.05 -0.60
C 3.21 -1.77 1.39
S 3.17 -0.05 0.78
C 1.45 0.23 0.62
N 0.64 -0.64 1.15
C -0.67 -0.43 0.97
S -1.88 -1.52 1.56
C -3.11 -0.53 0.85
C -2.62 0.57 0.22
C -1.20 0.65 0.27
C -0.31 1.64 -0.27
O -0.63 2.64 -0.88
N 1.05 1.34 -0.05
C 2.02 2.30 -0.56
C 2.45 3.29 0.52
C 3.48 4.27 -0.03
C -3.72 1.40 -0.35
C -4.95 0.47 -0.23
C -4.59 -0.61 0.82
H -1.78 -2.01 -2.16
H -1.83 -3.51 -1.12
H 0.66 -2.02 -2.07
H 1.67 -4.22 -1.42
H 0.24 -4.58 -0.40
H 0.93 -2.66 0.98
H 4.25 -1.93 1.67
H 2.56 -1.84 2.25
H 2.89 1.75 -0.94
H 1.53 2.83 -1.37
H 1.57 3.84 0.87
H 2.87 2.74 1.37
H 4.37 3.73 -0.36
H 3.78 4.97 0.74
H 3.08 4.82 -0.86
H -3.52 1.70 -1.38
H -3.84 2.31 0.24
H -5.84 1.02 0.05
H -5.13 -0.01 -1.19
H -4.95 -1.60 0.53
H -5.01 -0.38 1.80
*
```

Atomic partial charges in e from the Löwdin method, atoms 1 to 6: atom 1 (C): -0.011, atom 2 (C): -0.165, atom 3 (C): -0.172, atom 4 (N): 0.057, atom 5 (C): -0.581, atom 6 (O): 0.054

***

4.
# C9H15NO3

C9H15NO3 in the gas phase (ωB97M-V/def2-TZVPD, the OMol25 dataset).

Values from the calculation:
Energy relative to the best compared isomer or geometry (same formula, charge and spin) = 0.000 eV
Kohn-Sham gap = 9.86 eV
SMILES = CC(C)(C)N1C[C@H](C(=O)O)CC1=O
HOMO level = -0.343 Ha

ORCA input file:
```
! RIJCOSX wB97M-V def2-TZVPD def2/J DEFGRID3
* xyz 0 1
C -2.47 -0.32 1.08
C -1.58 0.34 0.02
C -2.11 0.00 -1.39
C -1.60 1.85 0.21
N -0.22 -0.20 0.15
C 0.96 0.63 0.21
C 2.08 -0.34 0.61
C 3.44 0.04 0.08
O 4.43 0.14 0.74
O 3.44 0.23 -1.25
C 1.58 -1.67 0.05
C 0.06 -1.51 0.01
O -0.73 -2.42 -0.13
H -2.08 -0.10 2.08
H -3.48 0.06 1.01
H -2.48 -1.39 0.94
H -2.11 -1.07 -1.53
H -3.12 0.38 -1.51
H -1.47 0.46 -2.15
H -2.62 2.21 0.09
H -0.97 2.36 -0.51
H -1.27 2.12 1.22
H 0.86 1.43 0.94
H 1.18 1.07 -0.78
H 2.16 -0.40 1.70
H 4.33 0.45 -1.56
H 1.87 -2.54 0.64
H 1.92 -1.83 -0.98
*
```

Atomic partial charges in e from the Löwdin method, atoms 1 to 6: atom 1 (C): -0.027, atom 2 (C): -0.548, atom 3 (C): -0.024, atom 4 (C): -0.046, atom 5 (N): 0.008, atom 6 (C): -0.091